[1]
Molecular formula: C4H12NO2
Method: DFT, wB97M-V/def2-TZVPD

Each line ends with the Mulliken charge.
Atoms and positions in Å:
C  0.790  -2.260  1.202  -1.002
N  0.080  -1.488  0.187  -0.146
C  0.954  -1.404  -1.084  -1.019
C  -0.349  -0.173  0.726  -0.575
C  -1.414  0.502  -0.267  -0.279
O  -1.391  1.882  -0.027  -0.780
H  0.261  -2.132  2.133  0.315
H  1.762  -1.746  1.266  0.376
H  0.981  -3.237  0.944  0.320
H  0.960  -2.307  -1.588  0.386
H  1.994  -1.157  -0.823  0.319
H  0.586  -0.694  -1.815  0.304
H  -0.687  -0.262  1.752  0.328
H  0.520  0.495  0.710  0.317
H  -2.413  0.099  0.013  0.264
H  -0.969  0.322  -1.294  0.103
H  0.800  2.990  -1.331  0.190
H  -0.204  2.343  -0.188  0.417
O  0.886  2.583  -0.542  -0.838

## Properties
Gap between HOMO and LUMO, eV: 7.35
LUMO level, eV: 3.8715
HOMO, eV: -3.479
2S+1: 1
Relative energy (zero: lowest compared OMol25 entry of this formula, charge and spin), kcal per mole: 38.08
Charge: -1
E_tot, Ha: -364.794817


[2]
Molecular formula: C4H12NO2
Method: DFT, wB97M-V/def2-TZVPD

Each line ends with the Mulliken charge.
Atoms and positions in Å:
O  2.421  -4.186  -3.120  -0.336
C  2.792  -5.267  -4.175  0.023
C  4.112  -5.901  -3.903  0.258
N  4.322  -7.374  -4.004  -0.370
C  3.064  -8.041  -3.549  -0.655
C  4.586  -5.530  -2.496  -1.318
H  2.796  -4.574  -5.016  0.325
H  4.805  -5.476  -4.603  0.389
H  4.416  -7.575  -4.916  0.280
H  1.546  -4.044  -3.418  0.334
H  2.950  -8.991  -3.987  0.397
H  2.264  -7.279  -3.787  0.264
H  3.063  -8.128  -2.463  0.277
H  3.871  -5.912  -1.761  0.326
H  4.502  -4.444  -2.458  0.432
H  5.568  -5.890  -2.225  0.376
H  -16.180  29.272  16.579  0.317
H  -17.182  28.828  17.407  0.252
O  -17.420  29.719  17.297  -0.569

## Properties
Gap between HOMO and LUMO, eV: 3.36
LUMO level, eV: -8.5328
HOMO, eV: -11.895
2S+1: 1
Relative energy (zero: lowest compared OMol25 entry of this formula, charge and spin), kcal per mole: 242.44
Charge: +1
E_tot, Ha: -364.248876


[3]
Molecular formula: C4H12NO2
Method: DFT, wB97M-V/def2-TZVPD

Each line ends with the Mulliken charge.
Atoms and positions in Å:
C  1.234  1.378  -1.773  -1.380
C  0.420  0.383  -1.010  0.893
C  0.047  -0.824  -1.403  -0.827
C  0.368  1.813  0.972  -0.180
N  -0.021  0.796  0.303  0.133
H  1.791  0.874  -2.549  0.369
H  0.558  2.160  -2.120  0.339
H  2.008  1.819  -1.154  0.414
H  -0.360  -1.590  -0.770  0.220
H  0.062  -1.103  -2.446  0.285
H  -0.239  2.122  1.796  0.275
H  1.280  2.337  0.719  0.255
H  -0.965  0.499  0.584  0.236
H  -3.623  -0.620  0.260  0.313
H  -2.509  -1.362  0.896  0.317
O  -2.690  -0.499  0.487  -0.670
H  1.361  -3.065  2.232  0.312
H  0.603  -1.752  2.351  0.305
O  1.096  -2.289  1.724  -0.607

## Properties
Gap between HOMO and LUMO, eV: 9.17
LUMO level, eV: -4.9255
HOMO, eV: -14.097
2S+1: 1
Relative energy (zero: lowest compared OMol25 entry of this formula, charge and spin), kcal per mole: 52.03
Charge: +1
E_tot, Ha: -364.552310


[4]
Molecular formula: C4H12NO2
Method: DFT, wB97M-V/def2-TZVPD

Each line ends with the Mulliken charge.
Atoms and positions in Å:
C  1.747  -0.598  -0.058  -0.473
C  1.005  -0.304  -1.388  -0.955
C  -0.511  -0.626  -1.516  -0.337
C  -1.296  -1.091  -0.286  -0.106
O  -0.962  -0.894  0.853  -0.497
N  1.625  0.677  0.759  -0.302
H  1.278  -1.339  0.585  0.365
H  2.787  -0.923  -0.054  0.410
H  1.341  0.659  -1.751  0.553
H  1.510  -0.910  -2.144  0.336
H  -1.001  0.367  -1.544  0.204
H  -0.687  -1.264  -2.380  0.391
H  -2.237  -1.594  -0.549  0.409
H  0.650  0.921  0.997  0.264
H  1.950  1.536  0.305  0.356
H  2.204  0.650  1.604  0.370
H  -2.158  2.613  1.790  0.308
H  -2.294  1.179  1.070  0.313
O  -1.768  1.952  1.213  -0.610

## Properties
Gap between HOMO and LUMO, eV: 10.74
LUMO level, eV: -3.2352
HOMO, eV: -13.978
2S+1: 1
Relative energy (zero: lowest compared OMol25 entry of this formula, charge and spin), kcal per mole: 38.10
Charge: +1
E_tot, Ha: -364.574511


[5]
Molecular formula: C4H12NO2
Method: DFT, wB97M-V/def2-TZVPD

Each line ends with the Mulliken charge.
Atoms and positions in Å:
C  -1.458  1.253  -0.098  -0.993
N  -0.675  0.000  -0.280  -0.016
C  -1.437  -0.964  0.420  -1.020
C  0.787  0.126  0.026  0.633
C  1.778  -1.145  -0.362  -1.136
O  1.304  1.355  -0.492  -0.522
O  0.816  0.275  1.492  -0.507
H  -1.421  1.602  0.922  0.443
H  -1.130  2.097  -0.717  0.327
H  -2.485  1.220  -0.297  0.424
H  -0.746  -0.281  -1.267  0.364
H  -0.914  -1.861  0.388  0.354
H  -1.677  -0.509  1.347  0.381
H  -2.315  -1.077  -0.071  0.485
H  1.466  -2.081  0.021  0.389
H  1.973  -1.203  -1.471  0.378
H  2.782  -0.974  0.120  0.321
H  1.791  1.346  -1.316  0.346
H  1.559  0.820  1.636  0.349

## Properties
Gap between HOMO and LUMO, eV: 12.29
LUMO level, eV: -3.2323
HOMO, eV: -15.525
2S+1: 1
Relative energy (zero: lowest compared OMol25 entry of this formula, charge and spin), kcal per mole: 53.94
Charge: +1
E_tot, Ha: -364.549272


[6]
Molecular formula: C4H12NO2
Method: DFT, wB97M-V/def2-TZVPD

Each line ends with the Mulliken charge.
Atoms and positions in Å:
C  -2.663  -0.440  1.641  -1.282
C  -1.332  -0.102  1.049  0.970
C  -0.477  0.808  1.508  -0.941
C  -1.520  -1.313  -1.146  -0.210
N  -0.910  -0.683  -0.201  0.014
H  -2.434  -0.363  2.718  0.380
H  -3.353  0.392  1.457  0.328
H  -3.095  -1.447  1.572  0.399
H  0.541  0.842  1.105  0.336
H  -0.618  1.408  2.421  0.279
H  -1.284  -2.127  -1.801  0.293
H  -2.575  -0.997  -1.161  0.301
H  -0.036  -0.262  -0.558  0.167
H  4.719  1.710  -0.373  0.327
H  3.574  2.492  0.196  0.314
O  3.815  1.977  -0.573  -0.622
H  1.583  -1.256  -2.342  0.305
H  2.129  0.166  -1.862  0.325
O  1.585  -0.604  -1.639  -0.682

## Properties
Gap between HOMO and LUMO, eV: 8.50
LUMO level, eV: -5.6195
HOMO, eV: -14.124
2S+1: 1
Relative energy (zero: lowest compared OMol25 entry of this formula, charge and spin), kcal per mole: 81.00
Charge: +1
E_tot, Ha: -364.506140


[7]
Molecular formula: C4H12NO2P
Method: DFT, wB97M-V/def2-TZVPD

Each line ends with the Mulliken charge.
Atoms and positions in Å:
C  1.919  -0.001  0.405  -1.430
C  0.818  -1.823  -0.916  -1.445
C  0.582  -0.701  0.192  0.499
C  -0.395  0.129  -0.431  -0.008
N  -0.654  2.459  0.922  -0.650
O  -1.940  -1.339  -1.183  -0.603
O  -3.038  0.910  -0.467  -0.724
P  -2.112  -0.260  -0.138  0.601
H  1.813  0.853  0.969  0.419
H  2.463  -0.793  0.975  0.373
H  2.439  0.271  -0.500  0.332
H  1.320  -1.372  -1.783  0.399
H  1.363  -2.641  -0.492  0.432
H  -0.149  -2.150  -1.337  0.397
H  0.229  -1.195  1.073  0.339
H  -0.186  0.211  -1.542  0.281
H  -2.143  -0.825  1.252  0.078
H  -0.383  2.588  1.844  0.203
H  -0.287  3.337  0.504  0.218
H  -1.657  2.341  0.655  0.287

## Properties
Gap between HOMO and LUMO, eV: 8.50
LUMO level, eV: -1.2925
HOMO, eV: -9.797
2S+1: 1
Relative energy (zero: lowest compared OMol25 entry of this formula, charge and spin), kcal per mole: 76.19
E_tot, Ha: -706.118195


[8]
Molecular formula: C4H12NO2P
Method: DFT, wB97M-V/def2-TZVPD

Each line ends with the Mulliken charge.
Atoms and positions in Å:
C  2.661  0.374  -0.823  -1.128
C  1.152  0.245  -0.395  -0.340
P  0.553  -0.572  1.276  0.077
O  0.914  -2.081  0.719  -0.489
C  -1.312  -0.239  0.419  0.570
C  -1.400  1.385  0.513  -1.565
N  -1.412  -0.842  -0.943  -0.488
O  -2.269  -0.635  1.314  -0.560
H  3.153  -0.592  -0.893  0.326
H  2.561  0.853  -1.890  0.266
H  3.352  0.938  -0.174  0.336
H  0.686  1.256  -0.364  0.202
H  0.621  -0.268  -1.228  0.440
H  0.970  -2.869  1.241  0.313
H  -0.684  1.521  1.376  0.498
H  -2.484  1.519  0.571  0.432
H  -0.994  2.093  -0.207  0.333
H  -1.742  -1.770  -1.033  0.197
H  -2.018  -0.296  -1.567  0.226
H  -2.308  -0.021  2.089  0.354

## Properties
Gap between HOMO and LUMO, eV: 9.11
LUMO level, eV: 0.8087
HOMO, eV: -8.302
2S+1: 1
Relative energy (zero: lowest compared OMol25 entry of this formula, charge and spin), kcal per mole: 68.97
E_tot, Ha: -706.129706


[9]
Molecular formula: C4H12NO2S
Method: DFT, wB97M-V/def2-TZVPD

Each line ends with the Mulliken charge.
Atoms and positions in Å:
C  -0.697  -0.926  1.229  -1.219
C  -0.807  0.500  0.545  0.375
C  -1.967  0.668  -0.378  -1.459
S  -3.511  -0.248  0.035  -0.193
N  0.488  0.932  -0.225  -0.373
C  0.982  -0.095  -1.251  -0.513
O  1.687  -1.168  -0.737  -0.872
H  -1.687  -1.226  1.477  0.474
H  -0.327  -1.763  0.593  0.317
H  0.045  -0.896  2.178  0.246
H  -1.061  1.233  1.384  0.193
H  -2.255  1.765  -0.296  0.389
H  -1.419  0.753  -1.373  0.464
H  -1.639  -1.152  -0.961  0.299
H  1.284  0.804  0.433  0.296
H  0.184  -0.420  -1.927  0.389
H  1.614  0.475  -2.023  0.219
H  3.257  0.327  1.157  0.257
H  2.687  -0.153  -0.140  0.471
O  3.143  0.592  0.281  -0.760

## Properties
Gap between HOMO and LUMO, eV: 5.05
LUMO level, eV: 1.1765
HOMO, eV: -3.876
2S+1: 1
Relative energy (zero: lowest compared OMol25 entry of this formula, charge and spin), kcal per mole: 149.95
Charge: -1
E_tot, Ha: -762.826275


[10]
Molecular formula: C4H12NO2S
Method: DFT, wB97M-V/def2-TZVPD

Each line ends with the Mulliken charge.
Atoms and positions in Å:
O  2.211  0.347  0.255  -0.467
C  1.015  -0.115  0.927  -0.395
C  -0.228  0.138  0.188  0.583
C  -1.357  -0.842  0.430  -0.753
C  -2.794  -0.370  0.888  -0.718
S  -3.720  0.776  -0.176  -0.134
N  -0.447  1.217  -0.648  -0.361
H  1.238  -1.189  1.085  0.369
H  1.192  0.407  1.881  0.303
H  -1.540  -1.246  -0.609  0.334
H  -1.111  -1.703  1.058  0.363
H  -2.799  0.074  1.887  0.407
H  -3.514  -1.192  0.896  0.350
H  -2.561  1.280  -0.603  0.146
H  -0.234  0.948  -1.609  0.363
H  2.021  0.521  -0.677  0.337
H  -0.084  2.135  -0.390  0.269
H  4.688  -0.220  -2.160  0.305
H  4.187  -0.729  -0.930  0.310
O  3.838  -0.239  -1.693  -0.611

## Properties
Gap between HOMO and LUMO, eV: 5.98
LUMO level, eV: -6.7219
HOMO, eV: -12.703
2S+1: 1
Relative energy (zero: lowest compared OMol25 entry of this formula, charge and spin), kcal per mole: 89.95
Charge: +1
E_tot, Ha: -762.667611


[11]
Molecular formula: C4H12NO2S
Method: DFT, wB97M-V/def2-TZVPD

Each line ends with the Mulliken charge.
Atoms and positions in Å:
O  -1.935  -0.020  -1.602  -0.439
C  -1.125  -0.886  -0.644  -0.810
C  -0.135  -0.005  -0.073  0.986
C  0.957  0.678  -0.849  -1.093
C  2.297  0.026  -1.134  -0.488
S  3.316  -0.136  0.357  0.338
N  -0.092  0.168  1.355  -0.403
H  -0.864  -1.651  -1.367  0.334
H  -1.763  -1.329  0.101  0.406
H  1.259  1.560  -0.271  0.508
H  0.572  0.969  -1.815  0.408
H  2.285  -0.926  -1.732  0.442
H  2.911  0.664  -1.793  0.447
H  1.950  -1.323  1.137  0.317
H  0.817  0.593  1.463  0.365
H  -2.665  0.372  -1.108  0.366
H  0.030  -0.763  1.719  0.283
H  -1.921  0.692  1.662  0.331
H  -3.029  0.751  2.775  0.333
O  -2.866  0.566  1.817  -0.630

## Properties
Gap between HOMO and LUMO (alpha / beta), eV: 6.22 / 4.42
LUMO level (alpha / beta), eV: -11.6658 / -13.4690
HOMO (alpha / beta), eV: -17.885 / -17.886
2S+1: 2
Relative energy (zero: lowest compared OMol25 entry of this formula, charge and spin), kcal per mole: 108.25
Charge: +2
Expectation value of S²: 0.77
E_tot, Ha: -762.108589


[12]
Molecular formula: C4H12NO3
Method: DFT, wB97M-V/def2-TZVPD

Each line ends with the Mulliken charge.
Atoms and positions in Å:
C  -0.340  0.989  -0.438  -0.772
C  -0.084  0.996  1.053  -0.622
C  0.637  -0.396  1.608  -0.655
O  1.632  -0.839  0.824  -0.864
N  -1.527  0.268  -0.885  -0.368
C  -1.416  -1.170  -0.756  -0.311
O  -1.695  -1.834  -2.022  -0.567
H  -0.376  2.017  -0.837  0.205
H  0.528  0.524  -0.888  0.561
H  0.617  1.692  1.462  0.497
H  -1.007  0.948  1.636  0.224
H  0.948  -0.037  2.603  0.365
H  -0.227  -1.087  1.612  0.256
H  -2.301  0.535  -0.277  0.293
H  -2.175  -1.651  -0.124  0.243
H  -0.410  -1.436  -0.435  0.308
H  -0.976  -1.598  -2.616  0.299
H  2.638  1.467  -0.593  0.265
H  2.578  0.022  -0.092  0.391
O  2.954  0.591  -0.833  -0.747

## Properties
Gap between HOMO and LUMO, eV: 7.18
LUMO level, eV: 3.8680
HOMO, eV: -3.314
2S+1: 1
Relative energy (zero: lowest compared OMol25 entry of this formula, charge and spin), kcal per mole: 25.85
Charge: -1
E_tot, Ha: -440.066945


[13]
Molecular formula: C4H12NO3
Method: DFT, wB97M-V/def2-TZVPD

Each line ends with the Mulliken charge.
Atoms and positions in Å:
C  -0.969  0.075  -0.403  -0.616
C  -1.279  1.538  -0.026  -0.701
C  -0.172  2.465  -0.512  -0.400
O  0.207  2.161  -1.861  -0.613
N  0.468  -0.214  -0.384  -0.349
C  0.942  -0.453  1.033  -0.721
O  0.238  -1.363  1.740  -0.867
H  -1.473  -0.596  0.299  0.413
H  -1.380  -0.083  -1.403  0.438
H  -2.237  1.809  -0.456  0.379
H  -1.326  1.625  1.058  0.302
H  -0.544  3.488  -0.602  0.367
H  0.688  2.467  0.151  0.229
H  0.713  1.335  -1.789  0.374
H  0.589  -1.065  -0.914  0.194
H  2.002  -0.734  0.928  0.336
H  0.889  0.561  1.481  0.303
H  0.377  -2.647  1.050  0.466
H  1.049  -3.365  -0.194  0.239
O  0.493  -3.583  0.561  -0.774

## Properties
Gap between HOMO and LUMO, eV: 7.64
LUMO level, eV: 3.8301
HOMO, eV: -3.813
2S+1: 1
Relative energy (zero: lowest compared OMol25 entry of this formula, charge and spin), kcal per mole: 7.80
Charge: -1
E_tot, Ha: -440.095722


| no. | largest force on an atom (Eh/bohr) |
| --- | --- |
| 1 | 0.0907 |
| 2 | 0.1462 |
| 3 | 0.0238 |
| 4 | 0.0449 |
| 5 | 0.0846 |
| 6 | 0.0825 |
| 7 | 0.0693 |
| 8 | 0.0742 |
| 9 | 0.0776 |
| 10 | 0.0608 |
| 11 | 0.1092 |
| 12 | 0.0528 |
| 13 | 0.0257 |